C4H5NO | ωB97M-V with the def2-TZVPD basis set

Geometry as XYZ:
```
11
Properties=species:S:1:pos:R:3:forces:R:3
O -1.0981 -1.8582 0.0503 0.07 -0.08 -0.21
C -0.7279 -0.5274 -0.0977 -0.09 0.18 -0.01
C -0.1426 -0.0006 -1.3632 0.16 0.18 0.33
C 0.7734 0.9457 -0.8798 -0.01 0.01 -0.18
C 0.9290 0.8430 0.5128 -0.13 -0.17 0.08
N 0.1303 -0.0898 1.0086 0.12 0.15 -0.07
H -1.1852 -2.2015 -0.8486 0.06 -0.03 0.07
H -1.6092 0.1491 -0.0614 -0.06 -0.05 0.13
H 1.3383 1.6557 -1.4760 -0.03 -0.20 0.09
H 1.5760 1.4163 1.1739 -0.08 -0.10 -0.12
H 0.0160 -0.3323 1.9811 -0.01 0.10 -0.11
```
Positions in Å, forces in eV/Å.

E = -285.29846 hartree

Results of the Löwdin charge analysis, in e, for atoms 1 through 4:
1. O -0.006
2. C -0.483
3. C 0.029
4. C -0.155

***

C4H5NO | ωB97M-V with the def2-TZVPD basis set

Geometry as XYZ:
```
11
Properties=species:S:1:pos:R:3:forces:R:3
C -0.9815 1.2047 1.7688 0.37 -0.18 -0.22
C -0.0301 0.7604 1.1835 -0.43 0.22 0.34
C 1.1412 0.1872 0.5172 0.15 -0.04 -0.03
O 2.2515 0.2473 1.0123 -0.26 -0.03 -0.13
N 0.8813 -0.4054 -0.6775 0.25 -0.03 0.04
C -0.4197 -0.5873 -1.2842 -0.20 0.03 -0.03
H -1.8233 1.5915 2.2934 0.05 0.02 -0.01
H 1.6864 -0.8598 -1.0838 -0.08 0.05 0.01
H -0.3499 -0.4758 -2.3700 0.05 -0.03 0.17
H -1.0912 0.1862 -0.9081 0.03 -0.15 -0.09
H -0.8507 -1.5688 -1.0520 0.06 0.14 -0.05
```
Positions in Å, forces in eV/Å.

Structure (SMILES) = C#CC(=O)NC
E = -285.35117 hartree

Results of the Löwdin charge analysis, in e, for atoms 1 through 4:
1. C 0.147
2. C -0.034
3. C -0.531
4. O 0.063

***

C4H5NO | ωB97M-V with the def2-TZVPD basis set

Geometry as XYZ:
```
11
Properties=species:S:1:pos:R:3:forces:R:3
N 0.1777 -0.4308 1.4660 -0.34 0.02 -0.01
C 1.0937 -0.0594 0.3815 0.54 0.18 -0.08
C -0.1476 -0.8519 0.1371 -0.05 -0.04 -0.46
C -0.8445 0.1735 -0.7915 -0.32 -0.24 -0.15
O -0.5720 1.4228 -0.1202 0.76 0.09 -0.67
C 0.7818 1.2362 -0.3571 0.29 0.51 1.54
H -0.3650 0.3869 1.7412 0.01 -0.06 -0.03
H 2.1044 -0.4479 0.3846 -0.16 0.04 0.08
H -0.1892 -1.9218 -0.0600 0.19 0.33 -0.09
H -1.8738 0.1179 -1.1330 -0.13 -0.04 0.44
H -0.1841 0.2614 -1.6743 -0.78 -0.79 -0.56
```
Positions in Å, forces in eV/Å.

E = -285.21043 hartree

Results of the Löwdin charge analysis, in e, for atoms 1 through 4:
1. N 0.081
2. C -0.259
3. C -0.223
4. C -0.154

***

C4H5NO | ωB97M-V with the def2-TZVPD basis set

Geometry as XYZ:
```
11
Properties=species:S:1:pos:R:3:forces:R:3
C 2.6556 -0.3506 0.1288 -0.48 0.14 -0.04
C 1.4994 -0.0373 -0.0015 0.56 -0.13 0.09
C 0.0847 0.2091 -0.0662 -0.07 0.24 0.02
C -0.8500 -0.9487 0.1549 -0.07 -0.04 0.02
N -0.2904 1.4207 -0.2571 0.38 -0.47 0.09
O -1.6692 1.5098 -0.2455 -0.23 0.22 -0.04
H 3.6810 -0.6146 0.2649 -0.15 0.06 -0.08
H -1.4494 -1.1379 -0.7416 0.09 0.06 0.11
H -0.2850 -1.8474 0.4073 -0.10 0.14 -0.05
H -1.5449 -0.7089 0.9652 0.08 -0.04 -0.11
H -1.8226 2.4586 -0.3416 0.01 -0.18 -0.02
```
Positions in Å, forces in eV/Å.

Structure (SMILES) = C#C/C(C)=N/O
E = -285.28884 hartree

Results of the Löwdin charge analysis, in e, for atoms 1 through 4:
1. C 0.130
2. C -0.085
3. C -0.373
4. C -0.032

***

C4H5NO | ωB97M-V with the def2-TZVPD basis set

Geometry as XYZ:
```
11
Properties=species:S:1:pos:R:3:forces:R:3
C 1.6238 -2.1451 -0.3740 -0.20 0.46 0.00
C 1.1353 -1.0453 -0.3754 0.23 -0.49 0.00
C 0.5422 0.2940 -0.3482 0.09 0.06 -0.10
N -0.5782 0.3496 0.5742 -0.10 0.03 0.04
C -1.6071 1.2096 0.3693 0.01 0.08 -0.09
O -1.6695 1.9928 -0.5574 0.01 -0.23 0.27
H 2.0580 -3.1205 -0.3859 -0.07 0.17 0.00
H 0.1663 0.5747 -1.3373 0.08 -0.07 0.12
H 1.3085 1.0326 -0.0790 -0.09 -0.12 -0.04
H -0.5834 -0.2633 1.3743 -0.04 0.08 -0.10
H -2.3958 1.1211 1.1395 0.09 0.03 -0.10
```
Positions in Å, forces in eV/Å.

Structure (SMILES) = C#CCNC=O
E = -285.35185 hartree

Results of the Löwdin charge analysis, in e, for atoms 1 through 4:
1. C 0.112
2. C -0.121
3. C -0.203
4. N 0.015

***

C4H5NO | ωB97M-V with the def2-TZVPD basis set

Geometry as XYZ:
```
11
Properties=species:S:1:pos:R:3:forces:R:3
O 2.2438 0.0143 -0.1472 -1.04 0.15 -0.58
N 0.8441 0.0216 -0.1450 -0.19 -0.66 0.43
C 0.0352 1.1211 -0.0945 1.91 1.64 0.25
C -1.2339 0.6854 -0.0568 -2.05 1.08 0.11
C -1.2352 -0.7008 -0.0198 0.74 -0.32 -0.54
C 0.0528 -1.1123 -0.0938 1.58 0.28 0.18
H 2.5157 -0.0653 0.7677 -0.04 -0.01 0.49
H 0.4537 2.1277 0.0311 -0.20 -0.65 -0.39
H -2.1499 1.2788 -0.0705 0.58 0.01 0.09
H -2.0665 -1.3122 -0.1254 -1.31 -1.02 0.17
H 0.5402 -2.0582 -0.0457 0.02 -0.50 -0.19
```
Positions in Å, forces in eV/Å.

Structure (SMILES) = On1cccc1
E = -285.33352 hartree

Results of the Löwdin charge analysis, in e, for atoms 1 through 4:
1. O 0.047
2. N -0.169
3. C -0.097
4. C -0.128

***

Values of gap between HOMO and LUMO, in order: 8.35; 10.82; 8.79; 10.22; 10.80; 9.34, all in eV.
Values of relative energy (zero: lowest compared OMol25 entry of this formula, charge and spin), in order: 3.160; 1.725; 5.555; 3.422; 1.707; 2.206, all in eV.
Values of HOMO level, in order: -8.22; -9.93; -8.96; -9.31; -9.96; -8.55, all in eV.